# 1
{
  "formula": "C18H27N2O6P2Sn",
  "method": "ωB97M-V/def2-TZVPD",
  "lumo_energy_ev": -13.01,
  "max_force_ha_per_bohr": 0.089,
  "total_charge": 3,
  "relative_energy_ev": 0.000,
  "elements": ["Sn", "P", "C", "C", "N", "C", "C", "C", "C", "C", "P", "H", "H", "H", "H", "H", "H", "H", "H", "O", "H", "H", "O", "H", "C", "H", "H", "H", "C", "H", "H", "H", "C", "H", "H", "H", "C", "H", "H", "H", "O", "C", "O", "C", "C", "C", "C", "C", "C", "N", "O", "O", "H", "H", "H", "H"],
  "xyz": [[0.141986, 0.114851, -0.151849], [-2.314387, 0.362857, -0.844732], [-2.164626, 1.220995, -2.466241], [-0.766431, 1.428601, -2.988731], [0.304815, 1.219759, -2.203820], [1.546987, 1.436808, -2.692187], [1.730239, 2.158528, -3.868115], [0.617544, 2.411200, -4.666209], [-0.634879, 1.952552, -4.266865], [2.757175, 1.040207, -1.864868], [2.546092, -0.458135, -0.819129], [-1.541729, 2.063372, -4.872326], [2.761002, 2.395598, -4.175140], [0.737647, 2.914264, -5.622771], [3.598853, 0.833268, -2.544710], [3.044603, 1.880467, -1.206518], [-2.768988, 0.716880, -3.209139], [-2.643012, 2.210077, -2.352442], [-2.516827, -3.419599, -4.008670], [-1.978279, -3.857055, -4.669964], [-1.946978, -3.242015, -5.429949], [-0.047153, -4.898885, -0.036840], [0.514509, -4.105266, -0.090619], [0.621348, -3.882098, -1.011448], [3.093402, -1.833784, -1.858275], [4.013532, -1.535864, -2.380971], [3.290436, -2.706975, -1.218837], [2.307623, -2.073410, -2.586779], [3.746338, -0.388830, 0.541042], [3.724631, -1.363614, 1.053585], [4.752320, -0.208329, 0.135111], [3.475870, 0.399863, 1.256489], [-3.150361, 1.754588, -0.049336], [-3.983112, 2.031007, -0.718218], [-3.496528, 1.456379, 0.945398], [-2.419621, 2.570040, 0.039475], [-3.485713, -1.015098, -0.741548], [-3.618784, -1.265513, 0.324233], [-4.457288, -0.719341, -1.163136], [-3.098394, -1.902304, -1.265411], [-1.079710, 2.599072, 2.026324], [-0.117025, 1.852649, 2.187878], [0.825983, 1.610047, 1.257754], [-0.031907, 1.061922, 3.468447], [0.460731, -0.250387, 3.477625], [0.400803, -1.030369, 4.622145], [-0.146285, -0.490914, 5.798767], [-0.641173, 0.831130, 5.809267], [-0.611981, 1.586825, 4.641851], [-0.225647, -1.280423, 6.980137], [0.195351, -2.459926, 6.973380], [-0.726967, -0.744484, 7.997787], [0.821675, -0.695918, 2.550741], [0.752562, -2.056919, 4.605016], [-1.073786, 1.209086, 6.732662], [-1.096479, 2.562552, 4.620661]],
  "forces_ev_per_angstrom": [[1.1, 2.7, 0.4], [-1.9, 1.2, 0.0], [0.7, -0.3, -0.2], [-0.2, 0.4, -0.5], [0.2, -1.1, 0.7], [0.3, 1.0, 0.0], [0.3, -0.8, 0.1], [0.0, -0.1, -0.4], [0.0, 0.3, 0.3], [-0.4, 0.4, 0.2], [1.8, 0.1, -0.3], [0.5, 0.1, 0.1], [-0.7, 0.0, 0.0], [0.0, 0.0, 0.1], [-0.2, 0.0, 0.3], [-0.1, -0.3, -0.1], [-0.1, -0.4, -0.2], [0.3, -0.4, 0.2], [-0.3, 0.0, -0.1], [0.4, 0.7, -0.4], [-0.1, -0.6, 0.5], [0.4, 0.3, -0.2], [-0.3, 0.4, 0.6], [-0.1, -0.5, -0.5], [-1.0, -0.6, 0.1], [-0.2, 0.1, 0.2], [-0.1, 0.2, -0.2], [0.4, -0.1, 0.0], [-0.7, 0.0, 0.6], [0.1, 0.3, -0.1], [-0.3, 0.0, -0.1], [0.1, -0.1, -0.2], [0.5, -0.2, 1.1], [0.2, -0.2, 0.3], [-0.1, 0.3, -0.1], [-0.4, 0.0, 0.1], [0.7, -0.8, -0.1], [0.1, 0.1, -0.3], [0.3, 0.2, 0.0], [-0.3, 0.2, 0.2], [1.9, -1.0, -0.7], [-2.7, 0.8, 1.9], [-0.6, -2.2, -2.6], [-0.1, 0.0, 0.3], [-0.3, 0.4, 0.0], [-0.2, -0.2, 0.5], [0.3, 1.5, -2.2], [0.2, -0.8, 0.0], [0.0, -0.2, -0.3], [-0.4, -2.1, 4.0], [-0.7, 2.6, -0.7], [1.0, -0.9, -2.5], [0.3, 0.0, 0.1], [-0.1, 0.1, 0.2], [0.1, 0.0, -0.2], [0.3, -0.2, 0.0]]
}

=====

# 2
{
  "formula": "C5H8O",
  "method": "ωB97M-V/def2-TZVPD",
  "lumo_energy_ev": 0.97,
  "smiles": "C=C1CC1.C=O",
  "max_force_ha_per_bohr": 0.009,
  "total_charge": 0,
  "relative_energy_ev": 3.196,
  "elements": ["O", "C", "C", "C", "C", "C", "H", "H", "H", "H", "H", "H", "H", "H"],
  "xyz": [[-1.761525, -1.197046, 1.695985], [-1.815408, -0.866509, 0.538984], [-0.428238, 1.367774, 0.448673], [0.409092, 0.495986, -0.083815], [1.087620, -0.015365, -1.275875], [1.535196, -0.410278, 0.135973], [-2.521454, -0.099323, 0.161560], [-1.098744, 1.963868, -0.164581], [-0.524215, 1.450250, 1.528192], [-1.152725, -1.297047, -0.239339], [0.649740, -0.817475, -1.871568], [1.652167, 0.713446, -1.849466], [1.356451, -1.447905, 0.419872], [2.427331, 0.028795, 0.572677]],
  "forces_ev_per_angstrom": [[-0.2, -0.1, -0.4], [0.0, -0.2, 0.3], [0.1, -0.1, -0.1], [0.0, 0.3, 0.1], [0.0, 0.1, -0.2], [0.1, 0.0, 0.2], [0.0, -0.2, 0.1], [0.2, 0.0, 0.0], [0.0, 0.1, -0.2], [-0.3, -0.2, 0.1], [0.0, 0.3, 0.2], [0.1, -0.2, 0.0], [-0.1, 0.3, 0.0], [0.0, -0.1, -0.2]]
}